{
  "formula": "C4H3Br",
  "method": "ωB97M-V/def2-TZVPD",
  "species": ["C", "C", "C", "C", "Br", "H", "H", "H"],
  "xyz": [[-1.494, 0.424, 0.637], [-2.462, 0.221, 1.411], [-0.487, 0.145, -0.248], [0.880, -0.288, 0.020], [1.998, 0.878, -1.149], [-0.681, -0.109, -1.432], [1.010, -1.306, -0.306], [1.237, 0.036, 1.068]],
  "forces_ev_per_angstrom": [[3.0, -0.2, -2.5], [-1.0, 0.0, 0.8], [-2.8, -1.4, -2.0], [1.3, 2.5, 2.1], [-0.1, -0.4, 0.1], [-0.2, 1.2, 2.9], [0.3, -0.3, 0.2], [-0.6, -1.3, -1.6]],
  "mol_weight_g_mol": 130.97,
  "relative_energy_kj_mol": 240.73,
  "spin_multiplicity": 1,
  "orbital_gap_ev": 8.4
}


{
  "formula": "C4H6O2",
  "method": "ωB97M-V/def2-TZVPD",
  "species": ["C", "O", "C", "C", "C", "O", "H", "H", "H", "H", "H", "H"],
  "xyz": [[1.976, 0.538, 0.067], [2.584, -0.173, 0.967], [0.523, -0.399, 0.117], [-0.975, -0.557, 0.431], [-1.900, 0.374, -0.229], [-1.188, -0.577, -1.013], [1.806, 1.607, 0.312], [2.306, 0.448, -0.989], [0.833, -1.430, -0.048], [-1.420, -1.401, 0.983], [-1.633, 1.420, -0.316], [-2.971, 0.153, -0.260]],
  "forces_ev_per_angstrom": [[-1.1, -0.1, -0.2], [-1.1, -0.5, 0.3], [0.6, 0.1, 0.0], [0.5, 0.1, -0.1], [0.0, 0.4, 0.1], [0.0, -0.3, -0.1], [-0.4, -0.3, -0.1], [-0.2, 0.0, 0.2], [0.5, 0.2, -0.1], [0.7, 0.4, -0.3], [0.2, 0.0, -0.3], [0.3, 0.1, 0.5]],
  "mol_weight_g_mol": 86.09,
  "relative_energy_kj_mol": 655.66,
  "spin_multiplicity": 1,
  "orbital_gap_ev": [8.2, 8.2]
}


{
  "formula": "C4H14N3",
  "method": "ωB97M-V/def2-TZVPD",
  "species": ["N", "C", "C", "N", "C", "C", "N", "H", "H", "H", "H", "H", "H", "H", "H", "H", "H", "H", "H", "H", "H"],
  "xyz": [[-1.858, 0.090, 2.177], [-1.466, 1.330, 1.403], [-0.118, 0.958, 0.747], [-0.267, -0.357, 0.100], [0.723, -1.301, -0.520], [1.101, -0.961, -1.972], [2.015, 0.189, -1.910], [-2.712, -0.362, 1.858], [-1.900, 0.240, 3.180], [-2.158, 1.707, 0.632], [-1.255, 2.221, 1.998], [0.195, 1.738, 0.054], [0.660, 0.736, 1.489], [-0.766, -0.890, 0.856], [-1.025, -0.262, -0.590], [0.195, -2.267, -0.475], [1.598, -1.153, 0.093], [1.521, -1.901, -2.382], [0.165, -0.787, -2.509], [1.541, 1.019, -2.225], [2.897, -0.043, -2.353]],
  "forces_ev_per_angstrom": [[-0.1, 1.1, -0.6], [0.7, -1.1, 0.1], [1.0, 0.4, 0.3], [-2.9, -0.9, -0.9], [0.0, 0.3, -0.3], [-0.1, -0.1, 1.4], [-0.6, -1.2, -0.1], [0.0, 0.5, 0.2], [-0.1, 0.0, -0.3], [-0.2, -0.7, 0.3], [-0.2, -0.4, 0.4], [0.2, -0.3, 0.0], [-0.2, 0.7, 0.1], [0.4, 0.4, 0.0], [0.2, 0.1, 0.0], [0.6, 0.2, 0.3], [0.4, -0.8, 0.2], [0.1, 0.8, 0.0], [0.1, 0.2, -0.3], [0.6, 0.2, -0.5], [-0.2, 0.7, -0.2]],
  "mol_weight_g_mol": 104.18,
  "smiles": "NCC[NH2+]CCN",
  "relative_energy_kj_mol": 144.43,
  "charge": 1,
  "spin_multiplicity": 1,
  "orbital_gap_ev": 10.4
}


{
  "formula": "C38H28F2N4O2Sr",
  "method": "ωB97M-V/def2-TZVPD",
  "species": ["Sr", "O", "C", "C", "C", "C", "C", "C", "C", "N", "C", "C", "N", "C", "C", "C", "C", "C", "C", "C", "O", "H", "H", "H", "H", "H", "H", "H", "H", "H", "H", "H", "H", "H", "H", "F", "C", "C", "C", "C", "C", "F", "C", "C", "C", "C", "C", "C", "N", "H", "H", "H", "H", "H", "H", "C", "C", "C", "C", "N", "C", "C", "C", "C", "C", "C", "C", "H", "H", "H", "H", "H", "H", "H", "H"],
  "xyz": [[12.852, 12.354, 9.282], [14.552, 10.663, 9.339], [15.103, 9.553, 9.070], [16.126, 8.946, 9.923], [16.767, 7.791, 9.638], [16.426, 7.115, 8.408], [15.477, 7.641, 7.577], [14.829, 8.883, 7.833], [13.796, 9.376, 6.879], [13.043, 10.436, 7.006], [12.115, 10.648, 5.929], [10.677, 10.224, 6.258], [10.213, 11.129, 7.249], [9.080, 11.657, 7.102], [8.565, 12.700, 7.972], [7.223, 12.955, 7.877], [6.632, 13.852, 8.711], [7.391, 14.569, 9.601], [8.741, 14.448, 9.612], [9.416, 13.482, 8.809], [10.673, 13.333, 8.822], [16.358, 9.582, 10.801], [17.487, 7.348, 10.322], [16.858, 6.192, 8.097], [15.229, 7.080, 6.671], [13.722, 8.841, 5.934], [12.549, 10.176, 5.005], [12.085, 11.742, 5.755], [10.720, 9.233, 6.729], [9.957, 10.165, 5.437], [8.434, 11.352, 6.239], [6.650, 12.342, 7.128], [5.534, 13.930, 8.680], [6.926, 15.288, 10.282], [9.353, 15.022, 10.327], [9.721, 15.851, 13.391], [10.440, 14.697, 13.323], [11.358, 14.586, 12.333], [12.104, 13.402, 12.075], [11.672, 12.377, 12.971], [10.786, 12.547, 14.012], [10.424, 11.442, 14.803], [10.108, 13.696, 14.255], [12.208, 10.992, 12.787], [12.578, 10.229, 13.920], [13.001, 8.913, 13.757], [13.001, 8.392, 12.457], [12.689, 9.251, 11.415], [12.306, 10.535, 11.549], [11.483, 15.449, 11.671], [9.377, 13.782, 15.055], [12.649, 10.652, 14.944], [13.354, 8.308, 14.594], [13.339, 7.346, 12.269], [12.799, 8.977, 10.374], [14.670, 16.857, 11.683], [15.002, 17.733, 10.666], [15.072, 17.249, 9.376], [14.872, 15.875, 9.128], [14.600, 15.040, 10.161], [14.567, 15.523, 11.406], [14.881, 15.279, 7.766], [15.480, 15.985, 6.682], [15.532, 15.414, 5.392], [14.966, 14.150, 5.192], [14.322, 13.529, 6.257], [14.191, 14.020, 7.559], [14.534, 17.152, 12.734], [15.127, 18.790, 10.964], [15.212, 17.934, 8.540], [14.243, 14.859, 12.140], [15.853, 16.987, 6.860], [16.094, 15.841, 4.575], [15.045, 13.739, 4.227], [13.790, 12.584, 5.984]],
  "forces_ev_per_angstrom": [[-0.3, 0.6, 0.2], [0.5, -0.6, 0.7], [0.5, 0.2, -0.8], [-0.7, 1.9, 0.7], [-0.4, -1.1, -1.4], [0.1, 0.5, 1.0], [-0.4, 0.9, -0.3], [-0.8, -0.6, -0.3], [0.1, 1.6, 1.1], [0.8, -1.9, 0.7], [0.3, 0.6, -1.5], [0.4, -0.7, 0.7], [0.3, 0.0, 0.5], [0.0, 0.4, -0.1], [0.5, -0.5, -0.8], [-0.7, -1.1, -0.9], [-2.7, -0.1, -0.4], [-0.1, 1.0, 0.7], [1.3, 0.2, 0.9], [0.3, -0.1, 0.0], [0.2, 0.2, 0.3], [-0.1, -0.7, -0.4], [0.0, 0.2, -0.1], [0.5, -0.6, 0.2], [0.0, 0.3, 0.1], [0.0, -0.5, -0.2], [-0.7, 0.2, 0.3], [-0.1, -0.5, -0.1], [0.1, -0.1, -0.2], [0.3, 0.0, -0.6], [0.1, 0.2, 0.3], [0.3, 0.7, 0.9], [0.5, 0.2, 0.1], [0.0, -0.2, -0.2], [-0.3, -0.3, -0.5], [-0.2, 0.5, 0.3], [-1.0, -0.2, 1.0], [1.1, -0.1, -1.0], [-1.3, -0.4, 0.7], [1.4, -0.8, -0.7], [-0.5, -1.3, 0.5], [0.1, 0.8, -0.3], [0.0, 1.1, -0.4], [-0.2, 0.7, 1.1], [0.9, -0.7, 0.6], [-0.2, 0.4, -0.6], [0.4, -0.7, 0.0], [0.1, 0.3, -0.4], [0.2, -0.9, 0.3], [0.0, -0.1, 0.2], [0.1, 0.1, -0.3], [-0.3, 0.0, -1.0], [-0.2, 0.2, -0.2], [-0.4, 1.0, 0.0], [0.0, -0.5, 0.0], [0.6, 0.4, 1.2], [-0.3, 0.7, 0.6], [0.1, 0.2, -0.4], [-0.4, -0.2, 0.8], [0.6, 0.2, -0.4], [-0.7, 0.4, -2.1], [-0.5, -0.6, -1.4], [-0.5, -0.8, 0.2], [0.0, -0.4, 1.0], [0.3, 1.5, 1.5], [-0.9, -0.9, -0.8], [0.9, 0.9, 0.3], [0.1, 0.2, -0.6], [0.0, -0.5, -0.7], [0.1, -0.2, 0.3], [-0.2, -1.3, 1.2], [0.3, 0.0, -0.2], [0.0, 0.5, 0.0], [-0.1, -0.8, -1.1], [0.7, 0.7, 0.4]],
  "mol_weight_g_mol": 698.28,
  "relative_energy_kj_mol": 102.43,
  "charge": -2,
  "spin_multiplicity": 1,
  "orbital_gap_ev": 6.5
}